1.
{
  "formula": "C20H18ClNO2",
  "method": "wB97M-V/def2-TZVPD",
  "species": ["O", "C", "C", "C", "C", "C", "C", "C", "C", "C", "C", "C", "O", "C", "C", "N", "C", "C", "C", "C", "C", "Cl", "C", "C", "H", "H", "H", "H", "H", "H", "H", "H", "H", "H", "H", "H", "H", "H", "H", "H", "H", "H"],
  "positions_angstrom": [[0.190, -1.044, -1.924], [-0.620, -0.189, -1.632], [-1.987, -0.134, -2.284], [-3.083, 0.333, -1.318], [-3.304, -0.712, -0.247], [-2.820, -0.599, 1.048], [-3.032, -1.609, 1.971], [-3.731, -2.748, 1.615], [-4.224, -2.870, 0.327], [-4.012, -1.860, -0.591], [-2.707, 1.716, -0.787], [-1.301, 1.772, -0.279], [-1.051, 2.741, 0.575], [-0.336, 0.880, -0.675], [1.001, 0.952, -0.132], [1.328, 1.864, 0.695], [2.649, 1.978, 1.265], [3.659, 0.962, 0.803], [3.766, -0.267, 1.443], [4.665, -1.220, 1.001], [5.464, -0.941, -0.096], [6.597, -2.123, -0.650], [5.365, 0.274, -0.755], [4.461, 1.217, -0.302], [-1.916, 0.567, -3.122], [-2.214, -1.120, -2.691], [-4.018, 0.426, -1.883], [-2.273, 0.278, 1.357], [-2.647, -1.503, 2.974], [-3.893, -3.535, 2.337], [-4.775, -3.753, 0.038], [-4.404, -1.960, -1.594], [-2.795, 2.446, -1.599], [-3.384, 2.038, 0.008], [-0.071, 2.665, 0.833], [1.687, 0.180, -0.484], [2.519, 1.918, 2.353], [2.995, 2.992, 1.033], [3.139, -0.482, 2.296], [4.747, -2.172, 1.502], [5.989, 0.477, -1.611], [4.378, 2.164, -0.816]],
  "forces_ev_per_a": [[0.10, -0.05, -0.01], [-0.43, 0.14, -0.10], [-0.06, -0.20, -0.12], [0.09, 0.11, -0.11], [-0.14, 0.02, -0.03], [-0.04, 0.04, 0.00], [0.02, -0.05, 0.11], [0.02, -0.04, 0.08], [-0.05, -0.07, -0.05], [0.03, 0.01, 0.03], [-0.09, -0.04, 0.06], [0.14, -0.01, -0.17], [-0.29, -0.06, -0.10], [0.07, 0.15, 0.15], [0.15, -0.16, -0.10], [-0.52, 0.22, 0.01], [0.30, 0.04, 0.14], [-0.06, 0.08, 0.04], [0.04, 0.13, -0.08], [0.06, -0.07, -0.05], [-0.14, 0.16, 0.07], [0.12, -0.13, -0.06], [0.06, -0.09, -0.04], [-0.05, -0.05, 0.13], [0.01, 0.01, -0.05], [0.06, 0.05, 0.00], [0.13, 0.01, 0.07], [0.02, 0.08, 0.07], [0.03, 0.01, 0.08], [-0.01, -0.06, 0.06], [-0.05, -0.07, -0.02], [-0.04, 0.00, -0.12], [0.00, 0.03, 0.05], [0.06, 0.03, 0.00], [0.14, -0.11, -0.05], [0.08, 0.05, 0.07], [0.14, 0.07, -0.09], [0.07, -0.12, 0.13], [-0.06, -0.02, 0.10], [0.04, -0.09, 0.02], [0.07, -0.02, -0.07], [0.00, 0.11, -0.05]],
  "multiplicity": 1,
  "de_lowest_kcal_mol": 0.00
}

---

2.
{
  "formula": "C20H18ClNO5",
  "method": "wB97M-V/def2-TZVPD",
  "species": ["C", "C", "C", "C", "C", "C", "O", "N", "C", "C", "C", "Cl", "C", "C", "C", "O", "C", "O", "C", "C", "C", "C", "O", "C", "O", "C", "C", "H", "H", "H", "H", "H", "H", "H", "H", "H", "H", "H", "H", "H", "H", "H", "H", "H", "H"],
  "positions_angstrom": [[0.648, 3.479, 2.629], [0.779, 3.944, 1.180], [-0.578, 3.862, 0.468], [-0.402, 3.825, -1.046], [0.235, 2.490, -1.460], [-0.821, 1.407, -1.417], [-1.777, 1.295, -2.132], [-0.525, 0.566, -0.346], [-1.303, -0.572, -0.043], [-2.686, -0.422, 0.002], [-3.501, -1.501, 0.288], [-5.208, -1.285, 0.336], [-2.955, -2.749, 0.551], [-1.586, -2.900, 0.508], [-0.746, -1.833, 0.201], [0.602, -2.123, 0.242], [1.488, -1.597, -0.629], [1.195, -0.977, -1.621], [2.847, -1.902, -0.193], [3.310, -2.542, 0.933], [4.714, -2.512, 0.846], [5.001, -1.857, -0.319], [3.887, -1.486, -0.948], [0.647, 0.910, 0.309], [1.053, 0.371, 1.306], [1.300, 2.033, -0.464], [1.859, 3.143, 0.427], [0.437, 2.413, 2.673], [-0.159, 4.014, 3.126], [1.570, 3.666, 3.174], [1.093, 4.993, 1.190], [-1.187, 4.723, 0.751], [-1.112, 2.967, 0.795], [-1.364, 3.927, -1.552], [0.236, 4.652, -1.361], [0.612, 2.565, -2.482], [-3.120, 0.545, -0.197], [-3.593, -3.587, 0.782], [-1.131, -3.858, 0.704], [2.708, -2.963, 1.711], [5.414, -2.915, 1.548], [5.935, -1.605, -0.782], [2.136, 1.564, -0.996], [2.439, 3.814, -0.209], [2.544, 2.692, 1.147]],
  "forces_ev_per_a": [[0.03, 0.18, -0.16], [-0.05, -0.10, 0.16], [0.18, 0.30, -0.15], [-0.18, -0.09, 0.08], [-0.01, 0.22, -0.19], [0.30, 0.18, -0.10], [-0.18, 0.00, -0.16], [-0.28, -0.18, 0.24], [0.06, -0.28, 0.13], [-0.05, -0.19, 0.06], [0.42, 0.01, 0.00], [-0.32, 0.04, 0.01], [0.00, 0.16, -0.05], [0.26, 0.18, -0.06], [-0.39, 0.10, -0.13], [-0.03, -0.17, 0.18], [0.12, 0.20, -0.67], [0.15, -0.33, 0.20], [0.01, -0.57, 1.02], [-0.48, 0.40, -0.72], [0.30, 0.24, -0.45], [0.36, -0.41, 0.73], [-0.37, 0.27, -0.49], [0.00, 0.30, -0.06], [0.06, -0.04, 0.14], [0.34, 0.11, 0.02], [-0.07, -0.04, 0.02], [-0.03, -0.12, 0.04], [-0.09, 0.05, 0.11], [0.09, -0.02, 0.11], [-0.05, -0.05, -0.04], [-0.07, -0.07, 0.07], [-0.11, -0.03, 0.08], [0.07, 0.05, -0.08], [0.01, 0.03, -0.05], [-0.05, -0.11, 0.06], [-0.02, 0.04, -0.01], [-0.07, -0.07, 0.02], [0.05, -0.10, 0.02], [-0.18, -0.06, 0.14], [0.20, -0.06, 0.10], [0.04, 0.08, -0.15], [-0.12, -0.04, 0.04], [0.06, -0.05, 0.00], [0.10, 0.04, -0.05]],
  "multiplicity": 1
}

---

3.
{
  "formula": "C20H18F6N4O6PPbS2Se2",
  "method": "wB97M-V/def2-TZVPD",
  "species": ["Pb", "O", "C", "O", "C", "C", "C", "C", "C", "N", "H", "H", "H", "H", "F", "C", "F", "F", "S", "O", "O", "N", "S", "O", "O", "C", "F", "F", "F", "Se", "P", "Se", "C", "C", "C", "C", "C", "C", "C", "C", "C", "C", "C", "C", "H", "H", "H", "H", "H", "H", "H", "H", "H", "H", "N", "N", "H", "H", "H", "H"],
  "positions_angstrom": [[1.119, 0.603, -0.561], [-2.193, -2.703, -0.361], [-1.467, -1.837, -0.734], [-0.233, -1.599, -0.166], [-1.747, -0.911, -1.870], [-2.920, -1.081, -2.578], [-3.158, -0.248, -3.664], [-2.221, 0.715, -3.983], [-1.075, 0.824, -3.205], [-0.835, 0.020, -2.174], [-3.618, -1.848, -2.277], [-4.066, -0.350, -4.243], [-2.371, 1.390, -4.814], [-0.339, 1.592, -3.403], [1.182, 6.095, 0.678], [1.095, 5.486, -0.491], [0.227, 6.112, -1.268], [2.283, 5.453, -1.074], [0.551, 3.742, -0.252], [0.497, 3.137, -1.580], [1.544, 3.105, 0.607], [-0.823, 3.963, 0.451], [-1.740, 2.716, 0.772], [-2.346, 2.784, 2.055], [-1.094, 1.454, 0.407], [-3.101, 2.893, -0.457], [-2.590, 3.034, -1.680], [-3.841, 3.946, -0.166], [-3.850, 1.793, -0.433], [0.599, -3.040, 0.634], [1.889, -3.334, -1.224], [3.151, -1.687, -1.637], [2.742, -4.823, -0.689], [2.354, -6.094, -1.111], [3.025, -7.204, -0.626], [4.067, -7.052, 0.279], [4.455, -5.785, 0.698], [3.797, -4.668, 0.212], [0.664, -3.666, -2.504], [-0.414, -4.523, -2.264], [-1.352, -4.741, -3.257], [-1.222, -4.106, -4.488], [-0.152, -3.257, -4.728], [0.795, -3.034, -3.738], [1.550, -6.219, -1.825], [2.737, -8.191, -0.959], [4.586, -7.924, 0.654], [5.274, -5.669, 1.395], [4.109, -3.674, 0.511], [-0.536, -4.998, -1.299], [-2.188, -5.401, -3.068], [-1.957, -4.277, -5.263], [-0.049, -2.769, -5.688], [1.630, -2.369, -3.916], [2.570, 0.692, 2.147], [1.196, 0.314, 1.947], [2.812, 0.638, 3.131], [2.654, 1.668, 1.881], [0.545, 0.887, 2.481], [1.101, -0.649, 2.246]],
  "forces_ev_per_a": [[0.04, -0.02, -0.16], [0.04, 0.03, -0.03], [0.01, -0.04, 0.09], [-0.03, 0.03, -0.04], [0.02, 0.06, -0.03], [-0.03, -0.01, 0.00], [-0.02, -0.03, 0.02], [0.03, 0.04, -0.03], [0.03, -0.02, 0.00], [-0.06, 0.03, 0.01], [0.01, -0.01, 0.01], [0.01, 0.00, 0.00], [0.01, 0.00, 0.01], [0.00, -0.01, 0.00], [0.01, 0.00, -0.02], [-0.14, 0.04, 0.05], [0.03, 0.01, 0.01], [0.07, 0.00, -0.03], [0.24, -0.24, -0.24], [-0.04, 0.14, 0.36], [-0.12, 0.05, -0.08], [-0.22, -0.13, 0.07], [0.15, 0.17, 0.09], [0.02, 0.05, -0.08], [0.02, -0.10, -0.08], [0.01, -0.02, -0.02], [0.01, 0.00, -0.01], [-0.02, 0.01, -0.01], [-0.02, -0.02, 0.02], [0.02, -0.04, -0.05], [0.06, 0.05, 0.08], [-0.10, -0.06, 0.09], [-0.01, 0.05, -0.01], [-0.04, 0.01, -0.06], [0.02, -0.06, 0.01], [0.00, 0.06, 0.01], [-0.04, -0.04, -0.04], [0.01, 0.01, 0.04], [-0.02, -0.09, 0.04], [0.02, 0.02, -0.03], [0.01, 0.01, -0.03], [-0.01, -0.02, 0.03], [0.02, 0.01, 0.02], [-0.06, 0.01, -0.05], [0.03, 0.00, 0.02], [0.00, 0.00, 0.00], [0.00, 0.00, -0.01], [0.00, 0.01, 0.00], [0.01, -0.01, 0.00], [-0.01, 0.01, 0.00], [0.00, 0.00, -0.01], [0.00, 0.00, 0.01], [0.00, 0.00, 0.00], [0.00, 0.00, 0.00], [0.03, 0.06, 0.03], [0.14, 0.10, 0.09], [0.00, -0.04, 0.00], [-0.04, 0.00, -0.03], [-0.05, -0.04, -0.02], [-0.03, -0.03, -0.04]],
  "charge": 1,
  "multiplicity": 1,
  "de_lowest_kcal_mol": 0.00
}

---

4.
{
  "formula": "C20H18FN5O3S",
  "method": "wB97M-V/def2-TZVPD",
  "species": ["C", "C", "C", "C", "C", "C", "C", "N", "C", "C", "O", "N", "N", "C", "C", "O", "N", "C", "C", "C", "C", "C", "C", "F", "C", "C", "O", "S", "C", "N", "H", "H", "H", "H", "H", "H", "H", "H", "H", "H", "H", "H", "H", "H", "H", "H", "H", "H"],
  "positions_angstrom": [[4.990, -3.151, -0.052], [3.512, -3.340, 0.047], [2.934, -4.607, -0.093], [1.565, -4.786, -0.009], [0.978, -6.155, -0.148], [0.782, -3.639, 0.217], [-0.638, -3.459, 0.360], [-1.556, -4.449, 0.342], [-0.982, -2.133, 0.598], [-2.346, -1.691, 0.721], [-3.298, -2.469, 0.722], [-2.631, -0.354, 0.897], [-1.779, 0.694, 0.615], [-1.313, 1.509, 1.718], [-1.397, 2.996, 1.382], [-1.785, 3.824, 2.173], [-0.968, 3.264, 0.123], [-0.938, 4.586, -0.371], [-2.022, 5.441, -0.199], [-1.980, 6.737, -0.678], [-0.861, 7.203, -1.347], [0.229, 6.370, -1.529], [0.183, 5.081, -1.035], [1.269, 4.291, -1.199], [-0.486, 2.183, -0.718], [-1.431, 0.990, -0.663], [-1.817, 0.376, -1.628], [0.426, -1.083, 0.667], [1.478, -2.420, 0.359], [2.784, -2.262, 0.279], [5.231, -2.100, 0.079], [5.497, -3.735, 0.714], [5.349, -3.485, -1.024], [3.576, -5.457, -0.266], [0.347, -6.390, 0.709], [0.382, -6.228, -1.058], [1.770, -6.898, -0.207], [-1.358, -5.300, -0.150], [-2.517, -4.118, 0.386], [-3.627, -0.159, 0.827], [-1.935, 1.309, 2.592], [-0.271, 1.266, 1.969], [-2.892, 5.081, 0.324], [-2.830, 7.385, -0.531], [-0.830, 8.214, -1.723], [1.120, 6.704, -2.036], [-0.426, 2.522, -1.753], [0.510, 1.846, -0.402]],
  "forces_ev_per_a": [[0.03, -0.03, -0.01], [-0.11, -0.03, 0.01], [-0.22, 0.01, 0.01], [0.13, 0.12, 0.02], [0.06, -0.02, 0.01], [0.61, 0.27, -0.03], [-0.39, 0.61, 0.25], [-0.22, -0.30, -0.10], [0.62, -0.19, -0.17], [0.08, -0.15, -0.01], [-0.12, 0.03, -0.01], [-0.50, 0.48, 0.06], [-0.39, -0.57, 0.53], [0.07, 0.27, 0.36], [-0.01, -0.40, 0.39], [-0.02, 0.04, 0.17], [0.09, 0.27, -0.31], [0.12, 0.34, -0.13], [0.07, 0.02, -0.09], [-0.07, -0.01, 0.01], [0.05, -0.05, 0.02], [0.03, -0.12, 0.00], [-0.15, 0.09, 0.07], [-0.13, 0.01, 0.09], [0.14, -0.45, -0.28], [0.02, 0.24, -0.61], [0.07, -0.02, -0.04], [0.11, -0.20, -0.01], [-0.67, -0.42, -0.01], [0.34, 0.41, 0.04], [0.04, 0.02, 0.00], [0.10, -0.04, 0.03], [0.09, -0.03, -0.05], [0.05, -0.11, -0.02], [-0.06, -0.07, 0.01], [-0.07, -0.07, -0.04], [-0.02, -0.05, -0.02], [0.01, 0.04, 0.04], [0.06, -0.12, -0.03], [0.25, 0.01, -0.08], [0.11, 0.08, -0.19], [-0.06, 0.03, 0.07], [-0.05, -0.04, 0.04], [-0.08, 0.05, 0.02], [0.01, 0.09, -0.04], [0.10, 0.00, -0.05], [-0.04, -0.11, 0.20], [-0.07, 0.04, -0.12]],
  "multiplicity": 1,
  "de_lowest_kcal_mol": 31.74
}

---

Frontier orbital gap (computed, eV): 9.4 9.3 8.0 8.1